DFT (ωB97M-V/def2-TZVPD) results for C54H62N6O36S5 as an isolated structure in a non-equilibrium geometry.

- Electronic energy: -7122.3735 Eh
- F_max: 1.987 eV Å⁻¹
- Energy relative to the best compared isomer or geometry (same formula, charge and spin): 21.3 kcal per mole
- Kohn-Sham gap: 8.69 eV

Last column: Löwdin charge in e.
Positions of all 163 atoms, in Å:
C1 -4.1335 3.7779 -1.6813  -0.1307
C2 -3.7965 2.3155 -1.3965  -0.1579
O1 -3.1008 1.8837 -2.5641  -0.2271
S1 -2.2239 3.0621 -3.1954  0.5881
O2 -2.3217 3.0918 -4.6005  -0.2019
O3 -0.9464 3.0191 -2.5893  -0.2173
O4 -3.1252 4.2326 -2.5911  -0.1816
H1 -4.0573 4.3802 -0.7794  0.1257
H2 -5.0951 3.8600 -2.1828  0.1329
H3 -4.7248 1.7588 -1.2668  0.1387
H4 -3.1947 2.1309 -0.5070  0.0988
C3 1.4680 -0.3085 5.3269  -0.1284
C4 1.1508 1.0405 4.7257  -0.1521
O5 -0.2782 1.1567 4.8959  -0.1897
S2 -0.9709 -0.2608 4.6776  0.5920
O6 -1.3612 -0.5095 3.3446  -0.2042
O7 -1.8661 -0.4525 5.7585  -0.2053
O8 0.3680 -1.1213 4.9055  -0.1903
H5 1.5019 -0.3604 6.4156  0.1452
H6 2.3751 -0.7317 4.9091  0.1023
H7 1.3540 1.0079 3.6575  0.1077
H8 1.5827 1.8854 5.2486  0.1267
C5 -1.8513 -4.4502 -0.7521  -0.1355
C6 -0.5990 -3.6249 -1.0755  -0.1407
O9 0.4294 -4.5689 -1.3833  -0.1970
S3 -0.0486 -6.0813 -1.2503  0.5770
O10 0.3268 -6.5902 0.0181  -0.2178
O11 0.3076 -6.8227 -2.3993  -0.2080
O12 -1.5977 -5.7464 -1.2992  -0.1745
H9 -2.7137 -4.0799 -1.3068  0.1059
H10 -2.1710 -4.4707 0.2887  0.1338
H11 -0.2981 -3.1370 -0.1490  0.0961
H12 -0.6836 -2.8868 -1.8671  0.1311
C7 4.4870 -1.8993 3.5761  -0.1324
C8 5.6431 -0.9488 3.9576  -0.1373
O13 5.7411 -0.0968 2.8067  -0.1630
S4 4.2556 0.3262 2.4402  0.5877
O14 4.1630 0.6488 1.0860  -0.1785
O15 3.7582 1.2488 3.4033  -0.2434
O16 3.6407 -1.1084 2.7205  -0.2096
H13 3.9070 -2.2301 4.4374  0.1201
H14 4.8746 -2.7910 3.0894  0.1344
H15 6.5823 -1.4966 3.9762  0.1384
H16 5.5203 -0.4390 4.9112  0.1321
C9 4.9387 -2.1871 -1.0531  -0.1946
C10 3.7100 -2.4932 -1.8697  -0.1471
O17 3.3499 -3.8481 -1.5365  -0.1751
S5 4.1427 -4.3435 -0.2420  0.6002
O18 5.1935 -5.2181 -0.5726  -0.1934
O19 3.2534 -4.7293 0.7846  -0.2077
O20 4.7110 -2.8838 0.1543  -0.1825
H17 5.0756 -1.1097 -0.9539  0.1279
H18 5.8579 -2.4815 -1.5769  0.1358
H19 3.7836 -2.1829 -2.9093  0.1082
H20 2.8572 -1.9230 -1.4802  0.1280
C11 4.4286 -1.2972 -7.5649  -0.0692
C12 3.5795 -0.2191 -7.7801  -0.0603
C13 2.4526 -0.0792 -7.0114  -0.0008
C14 2.2391 -0.9255 -5.9327  -0.1382
C15 3.0982 -1.9805 -5.6789  -0.0190
C16 4.2044 -2.1528 -6.4994  -0.0740
N1 1.1599 -0.5842 -4.9942  -0.3327
O21 0.4168 0.3068 -5.3478  0.0941
O22 1.0001 -1.2059 -3.9564  0.0658
H21 5.3620 -1.3485 -8.1132  0.1100
H22 3.7435 0.4590 -8.6052  0.1126
H23 1.7260 0.6982 -7.1987  0.1245
H24 2.8754 -2.7453 -4.9461  0.1162
H25 4.7977 -3.0398 -6.3156  0.1121
C17 -3.2237 5.4455 5.8684  -0.0599
C18 -4.2904 5.1512 5.0348  -0.0607
C19 -4.0983 4.3667 3.9046  0.0069
C20 -2.8549 3.8066 3.6704  -0.1344
C21 -1.8119 4.0580 4.5359  -0.0233
C22 -1.9756 4.8956 5.6221  -0.0532
N2 -2.6306 3.0114 2.4674  -0.3171
O23 -1.5774 2.4044 2.3717  0.0679
O24 -3.5196 2.9906 1.6365  0.0718
H26 -3.4072 6.1070 6.7067  0.1096
H27 -5.3097 5.4758 5.1919  0.1098
H28 -4.9365 4.1607 3.2536  0.1212
H29 -0.8440 3.6611 4.2549  0.0941
H30 -1.0780 5.1049 6.1868  0.1058
C23 -4.7666 0.1625 3.6185  -0.0526
C24 -4.4024 -0.1658 2.3195  -0.0652
C25 -5.3340 -0.6238 1.4100  0.0059
C26 -6.6472 -0.7863 1.8162  -0.1521
C27 -7.0267 -0.4778 3.1113  -0.0092
C28 -6.1163 0.1107 3.9743  -0.0594
N3 -7.6093 -1.3330 0.8673  -0.3552
O25 -8.6940 -1.6935 1.2778  0.0830
O26 -7.2759 -1.3119 -0.3019  0.0669
H31 -4.0055 0.4765 4.3217  0.0933
H32 -3.3889 -0.0040 1.9805  0.0747
H33 -5.0435 -0.8359 0.3905  0.1071
H34 -8.0450 -0.5849 3.4614  0.1184
H35 -6.4179 0.4475 4.9570  0.1064
C29 1.9657 4.4774 4.4356  -0.0534
C30 2.2581 3.4820 3.5043  -0.0869
C31 1.6591 3.5229 2.2535  0.0113
C32 0.6422 4.4103 2.0223  -0.1559
C33 0.3090 5.3699 2.9585  -0.0226
C34 0.9434 5.3835 4.1847  -0.0892
N4 -0.1235 4.3137 0.7826  -0.3103
O27 -1.3128 4.5899 0.8388  0.0773
O28 0.4475 3.8473 -0.1725  0.1023
H36 2.5419 4.4558 5.3528  0.1138
H37 3.0482 2.7707 3.7117  0.0610
H38 1.9688 2.8028 1.5054  0.1156
H39 -0.4529 6.0940 2.6985  0.1344
H40 0.7720 6.1465 4.9330  0.1124
C35 -4.6408 -2.1754 -2.7663  -0.0640
C36 -4.1323 -1.0485 -3.3797  -0.0568
C37 -4.8025 -0.4918 -4.4480  0.0057
C38 -6.0169 -1.0218 -4.8308  -0.1502
C39 -6.5036 -2.1688 -4.2438  -0.0064
C40 -5.8075 -2.7791 -3.2242  -0.0572
N5 -6.7931 -0.3793 -5.8898  -0.3527
O29 -6.2001 0.3965 -6.6192  0.0780
O30 -7.9688 -0.6667 -5.9940  0.0787
H41 -4.0970 -2.7301 -2.0100  0.0834
H42 -3.2078 -0.6001 -3.0458  0.0903
H43 -4.3575 0.3471 -4.9667  0.1230
H44 -7.4982 -2.5093 -4.5049  0.1226
H45 -6.1954 -3.6479 -2.7146  0.1120
C41 7.6411 1.5842 -5.6947  -0.0665
C42 7.0739 2.8271 -5.4339  -0.0600
C43 5.9085 2.9281 -4.6851  0.0033
C44 5.2685 1.7638 -4.2914  -0.1444
C45 5.8457 0.5269 -4.4929  -0.0134
C46 7.0544 0.4461 -5.1741  -0.0663
N6 4.0441 1.8700 -3.4852  -0.3369
O31 3.5336 2.9587 -3.3636  0.1103
O32 3.6698 0.8623 -2.9049  0.0547
H46 8.5067 1.5325 -6.3422  0.1091
H47 7.5361 3.7522 -5.7515  0.1098
H48 5.4645 3.8993 -4.5208  0.1217
H49 5.3521 -0.3617 -4.1297  0.1020
H50 7.4773 -0.5481 -5.2393  0.1102
O33 1.8658 -4.1705 5.6742  0.1087
C47 1.1882 -4.2082 4.6895  -0.4870
O34 -0.0160 -4.8118 4.6702  0.0432
C48 -0.6533 -4.6691 3.3865  -0.1297
C49 0.1917 -3.7379 2.5307  -0.1174
C50 1.5234 -3.6276 3.3331  -0.0547
H51 -1.7058 -4.3950 3.4493  0.1256
H52 -0.6579 -5.6904 2.9882  0.1258
H53 -0.2407 -2.7488 2.3900  0.0916
H54 0.4436 -4.1637 1.5619  0.0881
H55 1.7758 -2.5770 3.4109  0.0862
H56 2.2575 -4.1999 2.7757  0.1024
O35 -2.3067 -1.0925 0.0450  0.1085
C51 -1.2384 -0.5557 -0.0607  -0.4951
O36 -0.2722 -0.6976 0.8514  0.0088
C52 0.7970 0.2114 0.6087  -0.1317
C53 0.6935 0.6628 -0.8591  -0.0879
C54 -0.7707 0.2879 -1.2018  -0.0502
H57 1.7321 -0.2859 0.8629  0.1043
H58 0.7115 1.0837 1.2670  0.0997
H59 1.4215 0.1173 -1.4554  0.0866
H60 0.8502 1.7356 -0.8802  0.0875
H61 -1.0238 -0.0651 -2.1969  0.1172
H62 -1.2917 1.2464 -1.1530  0.0876

Force components x, y, z for each atom (eV/Å):
0.46 -0.22 0.26
-0.39 0.04 0.40
-0.19 -0.40 -0.81
-0.76 0.13 0.88
-0.27 -0.24 -0.55
0.39 0.29 0.19
0.55 0.21 -0.25
-0.21 0.06 -0.04
-0.04 0.16 0.08
0.16 -0.29 -0.34
0.16 0.35 -0.11
-0.11 -0.34 0.30
-0.54 -0.39 0.19
-0.23 -0.03 -0.12
1.06 -0.37 0.87
-0.38 0.28 -0.32
-0.34 0.06 -0.01
-0.30 -0.17 -0.21
0.09 0.35 0.01
0.01 -0.05 -0.02
0.18 0.33 0.07
0.12 -0.09 -0.20
-0.97 0.46 -1.06
0.19 0.08 1.51
0.25 -0.27 -0.43
0.04 0.15 -0.05
-0.08 0.15 0.56
-0.05 0.12 -0.39
-0.04 -0.39 0.18
0.12 0.01 0.01
0.59 -0.24 0.17
0.07 0.33 -0.20
-0.13 -0.25 -0.27
0.36 0.14 0.97
0.47 -1.28 -0.24
-0.23 0.85 0.19
0.68 -1.10 1.07
-0.04 0.23 -1.50
0.50 -0.92 0.26
-0.33 -0.03 -0.30
-0.03 0.08 0.00
-0.28 0.19 -0.59
-0.01 0.03 0.13
-0.22 0.44 -0.26
0.58 0.78 -1.43
-1.15 1.26 1.02
0.69 -0.67 -0.41
-0.51 0.85 0.32
0.77 -0.27 -0.67
-0.55 0.09 0.17
0.31 -0.32 0.28
-0.44 -0.05 0.78
-0.08 -0.65 0.33
0.15 -1.01 -0.28
0.23 0.23 -0.05
0.85 0.66 0.55
0.00 -0.57 -0.61
-0.66 0.44 0.57
0.74 0.02 0.24
-0.26 -0.31 -0.11
-0.52 -0.51 -0.07
-1.21 -0.05 -0.23
0.05 0.18 0.09
0.76 -0.27 -0.20
-0.19 -0.28 -0.24
0.09 0.04 0.01
0.12 0.11 0.04
-0.06 0.32 0.27
0.29 0.18 -0.16
-0.26 0.22 0.44
-0.08 -0.48 -0.72
-0.34 -0.27 0.05
-0.38 0.57 0.38
0.53 -0.43 -0.66
0.08 -0.15 -0.34
-0.12 -0.40 -0.01
-0.29 -0.02 0.00
0.20 -0.03 0.17
0.21 -0.07 0.06
0.17 0.37 0.34
0.12 -0.04 -0.10
-0.24 -0.17 0.41
-0.27 0.18 0.37
-0.42 0.26 -0.31
0.34 0.28 0.02
-0.10 0.10 -0.30
0.59 -0.29 0.66
-0.66 0.69 0.23
0.82 -0.60 0.14
-0.27 0.59 -0.19
0.10 -0.16 0.04
-0.14 -0.34 -0.18
-0.10 0.14 0.04
0.06 -0.28 0.12
0.00 -0.07 0.03
-0.06 -0.15 -0.34
-0.12 -0.15 0.01
-0.32 -0.81 -0.22
0.53 1.44 -0.12
0.43 -1.15 0.19
0.07 0.67 0.43
-0.52 0.38 -0.27
1.25 0.47 0.18
-0.32 -0.48 0.26
0.46 0.54 -0.36
0.00 0.18 -0.30
-0.25 0.31 0.16
-0.58 0.77 -0.15
-0.16 0.10 -0.10
-0.09 -0.07 0.16
-0.35 0.11 -0.20
0.09 -1.17 -0.08
0.24 -0.13 0.17
0.24 0.64 -0.27
0.37 -0.28 0.19
-1.22 -0.09 0.17
0.27 0.62 0.26
0.15 0.15 -0.49
-0.18 -0.05 0.17
0.04 0.01 0.06
0.08 0.56 0.24
0.02 -0.05 0.02
-0.25 0.09 -0.01
0.16 -0.11 -0.23
-0.06 -0.10 -0.13
0.04 0.33 -0.21
-0.17 0.05 0.38
-0.20 0.04 -0.66
0.43 0.27 0.21
0.01 0.01 -0.02
-0.53 -0.46 0.27
0.14 -0.02 0.58
-0.09 -0.03 -0.21
-0.14 -0.13 -0.25
0.17 -0.12 0.24
0.11 -0.14 -0.22
-0.06 -0.09 0.23
0.01 0.00 0.05
0.25 0.14 -0.41
0.32 0.07 0.39
0.01 0.02 -0.44
-0.22 0.69 0.09
-0.02 -1.33 -0.69
0.89 0.27 0.32
-1.48 0.05 -0.72
0.15 0.37 0.60
0.04 0.17 -0.23
-0.21 -0.08 0.05
-0.33 -0.13 -0.06
0.42 -0.07 0.16
0.46 0.01 0.48
-0.38 -0.42 0.13
0.03 -0.15 -0.76
0.00 -0.12 0.36
0.42 0.41 -0.12
-0.26 -0.88 0.25
0.62 1.72 0.41
-0.06 -0.16 -0.14
-0.35 -0.23 0.13
0.01 0.23 -0.23
0.16 -0.08 -0.55
0.34 -0.48 0.06
-0.29 -0.23 0.19